# 1
C4H12 | ωB97M-V/def2-TZVPD

Output
**E**: -4342.246 eV
**LUMO**: 1.1 eV

Last column: Löwdin charge in e.
Atoms and positions in Å:
C (-0.86, -0.23, 1.90)  -0.1847
C (0.27, -0.37, 2.88)  -0.1818
H (-0.81, -0.93, 1.05)  0.0566
H (-1.81, -0.53, 2.36)  0.0615
H (-0.98, 0.73, 1.39)  0.0612
H (0.49, -1.38, 3.27)  0.0698
H (1.24, -0.04, 2.49)  0.0624
H (0.09, 0.17, 3.81)  0.0545
C (0.11, 0.10, -1.66)  -0.1825
C (0.43, 0.51, -3.10)  -0.1842
H (0.95, 0.51, -1.07)  0.0698
H (-0.85, 0.45, -1.29)  0.0560
H (0.20, -0.99, -1.53)  0.0639
H (0.32, 1.59, -3.15)  0.0513
H (1.44, 0.30, -3.48)  0.0598
H (-0.22, 0.11, -3.90)  0.0663

# 2
C18H54O9S9Y | ωB97M-V/def2-TZVPD

Output
**E**: -136488.614 eV
**Total charge**: +3
**LUMO**: -12.2 eV

Last column: Löwdin charge in e.
Atoms and positions in Å:
Y (-0.23, -0.02, 0.15)  2.1934
C (2.37, -4.53, -3.93)  -0.2647
S (0.55, -4.36, -3.78)  0.8670
O (0.42, -3.27, -2.73)  -0.6571
C (0.32, -3.55, -5.49)  -0.2220
H (2.53, -5.36, -4.63)  0.0506
H (2.88, -4.67, -2.98)  0.0549
H (2.88, -3.78, -4.54)  0.0531
H (-0.75, -3.49, -5.71)  0.0407
H (0.71, -4.25, -6.23)  0.0518
H (0.75, -2.55, -5.57)  0.0544
C (4.12, 1.10, -5.67)  -0.2162
S (4.29, 1.49, -3.82)  0.8659
O (3.32, 0.60, -3.02)  -0.6083
C (6.00, 0.87, -3.69)  -0.2486
H (4.90, 1.68, -6.17)  0.0514
H (3.12, 1.33, -6.04)  0.0461
H (4.29, 0.05, -5.91)  0.0552
H (6.54, 1.12, -4.61)  0.0573
H (5.92, -0.21, -3.62)  0.0592
H (6.48, 1.28, -2.81)  0.0540
C (-5.18, -4.14, -1.19)  -0.2457
S (-5.46, -2.36, -1.48)  0.8890
O (-4.03, -1.76, -1.30)  -0.6324
C (-5.95, -2.21, -3.28)  -0.2095
H (-5.02, -4.31, -0.12)  0.0545
H (-4.29, -4.43, -1.75)  0.0557
H (-5.98, -4.80, -1.52)  0.0624
H (-6.65, -3.04, -3.39)  0.0486
H (-5.08, -2.25, -3.95)  0.0583
H (-6.56, -1.35, -3.54)  0.0532
C (2.45, 5.59, 2.93)  -0.2436
S (2.09, 5.23, 1.17)  0.8697
O (1.33, 3.92, 1.11)  -0.6123
C (0.95, 6.67, 0.89)  -0.2146
H (2.92, 6.56, 3.05)  0.0682
H (3.10, 4.79, 3.30)  0.0523
H (1.50, 5.54, 3.45)  0.0574
H (0.10, 6.37, 0.27)  0.0553
H (1.55, 7.40, 0.34)  0.0520
H (0.65, 7.09, 1.85)  0.0500
C (6.07, -3.05, 1.92)  -0.2526
S (5.66, -1.24, 2.00)  0.8651
O (4.15, -1.15, 1.79)  -0.6207
C (6.17, -1.03, 3.79)  -0.2333
H (5.63, -3.75, 2.63)  0.0620
H (7.15, -3.09, 1.90)  0.0528
H (5.83, -3.41, 0.92)  0.0427
H (5.79, -1.80, 4.46)  0.0540
H (5.67, -0.14, 4.17)  0.0422
H (7.25, -0.89, 3.89)  0.0594
C (-6.25, 3.25, 0.97)  -0.2553
S (-4.57, 3.96, 1.13)  0.8607
O (-3.56, 2.82, 1.35)  -0.6338
C (-4.97, 4.52, 2.85)  -0.2387
H (-6.21, 2.57, 0.12)  0.0492
H (-6.78, 4.10, 0.52)  0.0525
H (-6.70, 2.91, 1.90)  0.0628
H (-5.18, 3.61, 3.41)  0.0592
H (-5.71, 5.31, 2.78)  0.0648
H (-4.06, 4.99, 3.23)  0.0460
C (0.07, -0.79, 7.01)  -0.2640
S (0.08, 0.71, 6.05)  0.8504
O (-0.49, 0.40, 4.67)  -0.6153
C (-1.36, 1.41, 7.01)  -0.2365
H (0.54, -0.50, 7.95)  0.0653
H (0.70, -1.50, 6.47)  0.0551
H (-0.98, -1.07, 7.08)  0.0599
H (-1.28, 1.39, 8.10)  0.0648
H (-2.27, 0.88, 6.74)  0.0574
H (-1.56, 2.44, 6.69)  0.0464
C (-0.96, 4.69, -4.97)  -0.2690
S (-1.76, 3.08, -4.65)  0.8599
O (-1.44, 2.84, -3.17)  -0.6375
C (-3.41, 4.00, -4.62)  -0.2251
H (0.11, 4.63, -4.75)  0.0509
H (-1.39, 5.33, -4.20)  0.0411
H (-1.11, 5.20, -5.93)  0.0706
H (-3.59, 4.34, -5.64)  0.0609
H (-3.31, 4.79, -3.88)  0.0502
H (-4.18, 3.31, -4.27)  0.0459
C (0.88, -6.59, 1.66)  -0.2324
S (0.36, -5.36, 2.94)  0.8781
O (-0.17, -4.13, 2.15)  -0.6268
C (-1.11, -6.19, 3.74)  -0.2240
H (0.84, -7.49, 2.28)  0.0423
H (1.88, -6.51, 1.23)  0.0578
H (0.11, -6.77, 0.91)  0.0613
H (-1.48, -5.68, 4.64)  0.0539
H (-1.03, -7.24, 4.03)  0.0620
H (-1.91, -6.11, 3.01)  0.0504

Computed values of HOMO-LUMO gap (unit: eV) for the preceding records, in sequence: 12.68, 2.44.